# 1
The following is a quantum chemistry calculation of a cluster of 2 separate species, C4H14N3 in total in a non-equilibrium geometry, from the Open Molecules 2025 dataset.

Calculated values
HOMO-LUMO gap: 9.87 eV
Electronic energy: -324.77950 Eh
Charge: +1
Relative energy (zero: lowest compared OMol25 entry of this formula, charge and spin): 53.6 kcal per mole
Highest occupied orbital energy: -13.2 eV

Structure (XYZ):
```
21
Properties=species:S:1:pos:R:3:forces:R:3
C -1.089804 -0.028112 -2.144032 1.377 -0.257 0.884
C 0.191406 -0.434207 -2.327565 -0.086 -0.922 -1.503
N 0.859112 -0.439443 -3.530231 -0.409 0.082 -0.122
N -1.470227 -0.085514 -0.705776 -0.144 -0.855 0.504
H -1.712684 0.543619 -2.822950 -0.063 -0.312 0.259
H 0.740222 -0.916494 -1.503892 -0.233 0.285 -0.386
H 1.558284 -1.173266 -3.749308 -0.829 1.015 0.436
H 0.352684 -0.034933 -4.335690 0.689 -0.607 0.721
H -2.304726 -0.640854 -0.413926 0.587 0.201 -0.800
H -1.634804 0.835441 -0.362135 -0.287 1.121 0.449
H -0.666976 -0.424477 -0.114899 -0.756 0.226 -0.696
C 1.540825 0.724813 2.589836 -0.060 0.113 0.171
C 0.359100 0.372707 1.713255 -0.114 -0.108 -0.227
N -0.720239 -0.222178 2.501362 -0.247 -1.693 -0.312
H 1.874235 -0.192339 3.109302 0.127 0.552 -0.236
H 2.334791 1.166122 1.967459 -0.080 -0.292 0.414
H 1.216074 1.461604 3.345067 0.226 -0.355 -0.295
H -0.005961 1.272928 1.190546 0.046 -0.129 0.302
H 0.704224 -0.332913 0.927749 0.269 0.151 -0.007
H -1.613398 -0.202276 1.995387 0.336 0.023 0.505
H -0.512138 -1.250226 2.670442 -0.348 1.762 -0.060
```
Forces are in eV/Å.

---

# 2
The following is a quantum chemistry calculation of a cluster of 8 separate species, C41H85N5O6S3 in total in a non-equilibrium geometry, from the Open Molecules 2025 dataset.

Calculated values
HOMO-LUMO gap: 8.31 eV
Electronic energy: -3532.69783 Eh
Charge: 0
Relative energy (zero: lowest compared OMol25 entry of this formula, charge and spin): 0.0 kcal per mole
Highest occupied orbital energy: -8.0 eV

Structure (XYZ):
```
140
Properties=species:S:1:pos:R:3:forces:R:3
C 1.921136 -2.460457 5.948345 -0.022 0.519 1.262
C 2.578742 -1.884475 4.711139 -0.059 0.499 -0.421
C 4.053972 -1.688290 5.055347 -0.365 1.575 -2.889
C 4.987575 -2.817754 4.786667 0.874 -1.167 1.350
C 4.772283 -3.449304 3.408227 -1.341 0.965 0.912
C 3.273774 -3.797236 3.245568 -1.364 -0.998 0.423
N 2.460094 -2.560710 3.388563 0.133 -0.390 0.867
O 1.048736 -2.900612 3.240674 0.965 0.602 -0.001
C 2.935270 -4.352185 1.881621 0.638 0.897 -0.751
C 2.793120 -4.874609 4.241233 0.036 -0.545 -0.292
C 1.929307 -0.510783 4.436570 -0.092 1.262 0.253
H 2.486614 -3.124431 6.608431 0.132 -0.497 -0.748
H 0.930020 -2.804550 5.791597 -0.839 -0.680 -0.275
H 1.811652 -1.629327 6.648793 -0.172 0.382 -0.151
H 4.346782 -0.909711 4.309653 0.167 -0.015 0.715
H 4.078119 -1.271192 6.031873 0.426 0.317 0.889
H 4.936190 -3.542649 5.617210 -0.323 -0.259 -0.441
H 6.011820 -2.454116 4.934830 -0.026 0.092 -0.471
H 5.402004 -4.319226 3.266902 0.066 -0.081 -0.264
H 4.956273 -2.644979 2.694607 0.356 -0.268 -0.408
H 1.874360 -4.349089 1.747581 -0.512 -0.308 0.108
H 3.310664 -3.679441 1.113909 0.280 0.115 -0.240
H 3.339516 -5.330175 1.692028 0.227 -0.475 0.080
H 1.734032 -5.146537 4.163088 0.024 0.564 -0.364
H 3.291853 -5.814564 3.988268 0.358 0.074 0.436
H 2.927053 -4.579077 5.265267 0.435 -0.244 0.354
H 2.051089 0.206124 5.280346 0.339 -0.479 -0.419
H 0.842713 -0.524917 4.309875 0.050 -0.533 0.009
H 2.303184 -0.032115 3.503709 0.099 -0.442 0.622
H 0.775997 -2.118978 2.717446 -0.320 -0.234 -0.137
C 4.987342 3.180649 -0.968941 1.472 -0.545 0.064
C 3.722288 3.510247 -0.248830 -0.987 2.150 -1.162
C 3.647688 2.552929 0.878224 0.916 -1.110 0.030
C 2.787385 2.973373 1.999693 -1.202 -0.417 0.007
C 3.143362 4.322160 2.518688 0.630 1.437 -1.094
C 3.065452 5.447102 1.403796 -0.333 -0.473 -0.426
N 3.823125 4.925407 0.247277 1.254 -0.155 0.517
O 3.843336 5.851429 -0.850508 -0.508 -0.942 0.769
C 1.570087 5.780290 1.013393 0.968 -1.241 0.070
C 3.755703 6.714847 1.971119 0.778 -1.945 -0.897
C 2.516390 3.313911 -1.216900 0.582 -0.771 -0.573
H 5.080222 2.066027 -1.053766 0.157 0.966 0.018
H 5.847182 3.645778 -0.446370 -0.400 -0.698 0.149
H 5.072594 3.615437 -1.931536 -0.303 0.308 -1.226
H 3.338703 1.594358 0.439819 -0.064 0.075 0.263
H 4.683518 2.369016 1.225000 -0.399 0.216 0.143
H 2.925192 2.249634 2.780002 -0.313 -0.457 0.617
H 1.712916 2.958948 1.694612 0.545 -0.037 0.253
H 4.178522 4.356816 2.925362 -0.631 -0.171 -0.157
H 2.434726 4.562227 3.285404 -0.199 0.468 0.684
H 1.416013 6.758946 0.585289 0.285 0.255 -0.396
H 1.188815 4.984759 0.326591 0.024 0.811 0.679
H 1.026578 5.782509 1.938621 -0.681 -0.165 0.401
H 4.803276 6.437670 2.255613 -0.942 0.325 0.078
H 3.829354 7.451338 1.190130 -0.214 0.550 -0.075
H 3.136576 6.984660 2.800096 -0.022 0.743 0.660
H 2.597283 2.301122 -1.637945 0.004 0.156 0.140
H 2.485336 3.938812 -2.141226 0.102 0.001 0.866
H 1.570038 3.330999 -0.699247 -0.348 0.253 0.091
H 3.000217 5.631521 -1.269115 -0.095 0.524 -0.456
C -3.481059 -0.384293 -4.773444 -1.014 0.238 0.873
C -3.624690 -0.918748 -3.320078 0.545 -0.487 -1.202
C -4.809669 -0.315404 -2.558119 -0.300 0.943 0.156
C -6.244551 -0.717982 -3.059097 2.080 1.219 -0.689
C -6.306809 -2.207607 -2.981218 -0.342 -1.563 -0.899
C -5.118789 -2.957389 -3.660351 -0.382 0.284 -0.677
N -3.841233 -2.348563 -3.237696 -0.198 -1.376 0.297
O -2.741135 -3.075806 -3.828634 -0.664 0.598 0.358
C -5.124553 -4.437124 -3.309550 -0.373 0.413 2.345
C -5.326181 -3.077315 -5.170330 0.698 2.334 -0.497
C -2.301684 -0.639875 -2.611131 -1.264 1.625 2.103
H -4.374778 -0.624637 -5.348335 0.011 0.391 -0.069
H -2.640586 -0.757765 -5.319612 0.639 -0.592 -0.013
H -3.329262 0.684635 -4.659455 -0.256 0.352 -0.359
H -4.722491 -0.671508 -1.518687 -0.022 0.020 -0.208
H -4.709515 0.794671 -2.490046 -0.004 -0.658 -0.263
H -6.407147 -0.295230 -4.081791 0.019 -0.454 0.676
H -6.892832 -0.197501 -2.370687 -0.676 -0.139 0.050
H -7.213086 -2.656394 -3.455057 0.395 0.489 0.382
H -6.327085 -2.493043 -1.942735 0.007 -0.202 0.586
H -6.126492 -4.837561 -3.581719 0.804 -0.038 0.464
H -4.319002 -4.948714 -3.805561 0.090 -0.253 -0.402
H -4.910144 -4.499511 -2.210972 -0.435 -0.384 -0.677
H -4.343503 -3.165898 -5.589109 0.558 -0.675 -0.448
H -5.942218 -3.906460 -5.396549 -0.538 -0.763 -0.446
H -5.706189 -2.190909 -5.686266 -0.410 0.071 0.270
H -1.461808 -1.230077 -2.846673 0.653 -1.066 -0.675
H -2.495433 -0.782856 -1.500360 0.387 0.284 -1.118
H -1.983208 0.401063 -2.804836 -0.293 -0.214 0.296
H -2.277955 -3.310112 -3.007268 0.342 -0.399 -0.042
N -2.260926 0.060119 3.051794 -0.531 0.607 0.010
C -3.505398 0.604780 2.736273 0.220 -0.364 0.201
C -4.354028 0.374933 3.809366 0.481 0.162 -0.292
C -3.555226 -0.314286 4.765762 -1.351 0.356 1.344
C -2.276359 -0.457387 4.325076 -0.551 -0.291 -0.633
H -1.426231 0.141128 2.494931 0.091 -0.234 -0.254
H -3.692454 1.066896 1.763970 0.215 -0.164 0.479
H -5.400708 0.696504 3.979016 0.970 -0.325 -0.463
H -3.969876 -0.563971 5.740245 0.448 -0.228 -0.191
H -1.467729 -1.012247 4.783010 0.097 0.328 -0.283
N -3.308730 4.394501 -3.393625 0.555 0.973 -1.659
C -1.916713 4.460382 -3.519778 -1.717 -0.242 1.971
C -1.466227 3.919501 -2.344287 1.248 0.355 -1.221
C -2.511259 3.478453 -1.559314 -0.670 -0.411 -0.185
C -3.653848 3.792969 -2.234870 -1.503 -0.231 0.412
H -3.924752 4.883373 -4.037470 0.077 -0.475 0.436
H -1.392456 5.050622 -4.221634 0.093 0.276 -0.803
H -0.444343 3.885262 -2.116508 1.258 -0.277 0.401
H -2.416797 2.836649 -0.726862 -0.112 -0.200 0.954
H -4.708236 3.615479 -1.964384 0.806 0.138 -0.314
C 1.786832 2.343791 -5.382853 -0.405 -1.171 -0.399
S 2.218081 0.814869 -4.514992 -0.203 0.414 -0.648
O 1.481199 0.897325 -3.237261 -0.232 -0.185 1.025
C 1.294650 -0.339242 -5.522534 -0.534 0.559 -0.409
H 2.222788 2.271817 -6.366550 0.046 0.030 -0.520
H 2.309837 3.113833 -4.864660 -0.009 0.754 0.526
H 0.687517 2.444167 -5.440731 0.593 0.134 0.254
H 1.499814 -1.313448 -5.117639 0.093 -0.492 -0.053
H 1.597885 -0.229344 -6.559099 0.343 -0.284 -0.118
H 0.213525 -0.147442 -5.500443 0.257 0.133 0.384
C -2.572443 -2.536870 0.857760 -0.964 -1.112 -0.302
S -2.064414 -4.068547 -0.006223 1.060 -0.418 0.048
O -1.385939 -3.715695 -1.321657 -0.420 0.300 0.666
C -0.649924 -4.558919 1.118251 -0.515 2.588 0.599
H -3.527561 -2.202854 0.400095 0.668 -0.173 0.203
H -1.775861 -1.847165 0.735444 0.629 0.798 0.019
H -2.738589 -2.769070 1.921234 0.095 0.041 -0.341
H -0.280925 -3.667409 1.684263 -0.199 -0.224 -1.059
H 0.203960 -4.952945 0.581035 -0.434 -0.549 -0.224
H -1.037531 -5.079482 1.969502 -0.245 -1.291 0.028
C -0.018283 0.832865 -0.398452 0.596 2.525 0.506
S 1.050879 -0.277948 0.422684 -0.569 1.472 2.127
O 0.137086 -0.879326 1.488194 0.377 0.003 -0.129
C 1.290618 -1.483629 -0.737864 0.390 -2.722 -1.319
H 0.525692 1.456914 -1.127696 -0.261 -0.711 -0.035
H -0.426078 1.565867 0.338891 0.432 -0.679 -0.154
H -0.825814 0.305519 -0.796377 -1.185 -0.804 -0.904
H 0.409328 -2.099179 -1.060579 0.364 0.693 0.588
H 1.992825 -2.131701 -0.169964 -0.303 -0.063 -0.670
H 1.783067 -1.120062 -1.640840 0.110 0.325 0.186
```
Forces are in eV/Å.